Record 1
The following is a DFT calculation (ωB97M-V/def2-TZVPD) of a molecular structure, C44H54GaN5O2.

Output
Highest occupied orbital energy (spin up / spin down) = -12.81 / -12.90 eV
Maximum force = 0.920 eV/Å
DFT total energy = -4057.77946 a.u.
E_LUMO (spin up / spin down) = -7.08 / -6.99 eV
Total charge = +2

Element x y z (Å)
Ga  0.0107  -0.2350  -0.0377
C  3.4744  5.9868  0.0692
C  4.2607  4.9348  -0.7171
C  5.6310  4.7376  -0.0490
C  4.4853  5.4673  -2.1403
C  3.5298  3.6099  -0.7755
C  2.3864  3.3655  -0.0613
C  1.7305  2.1206  -0.1573
N  0.7211  1.6610  0.5684
C  -0.1190  2.2177  1.4403
C  -0.4040  3.5866  1.6093
C  -1.3527  3.9901  2.5102
C  -1.9268  3.0061  3.3563
C  -1.7328  1.6525  3.2224
C  -0.9008  1.2169  2.1518
O  -0.8021  -0.0141  1.7685
C  -2.3755  0.6476  4.1723
C  -1.2430  -0.1128  4.8781
C  -3.2360  1.3156  5.2490
C  -3.2734  -0.3199  3.3902
C  -1.8343  5.4238  2.6221
C  -1.1549  6.3287  1.5919
C  -3.3510  5.4356  2.3713
C  -1.5396  5.9708  4.0255
C  2.2396  1.0940  -1.0698
O  1.4957  0.0757  -1.3043
C  3.5384  1.2861  -1.6306
C  4.0940  2.5353  -1.5204
C  4.2740  0.1138  -2.2615
C  5.6860  0.4725  -2.7327
C  3.4816  -0.4298  -3.4550
C  4.4132  -0.9606  -1.1687
H  4.0151  6.9295  0.0526
H  2.4961  6.1529  -0.3794
H  3.3545  5.6986  1.1118
H  6.1578  5.6883  -0.0341
H  5.5207  4.3897  0.9755
H  6.2447  4.0224  -0.5902
H  4.9888  6.4283  -2.0790
H  5.1110  4.8068  -2.7318
H  3.5409  5.6085  -2.6594
H  2.0086  4.0909  0.6347
H  0.0777  4.2969  0.9635
H  -2.5776  3.3519  4.1409
H  -0.6233  0.5862  5.4362
H  -1.6576  -0.8386  5.5724
H  -0.6138  -0.6340  4.1604
H  -2.6444  1.9774  5.8747
H  -4.0678  1.8696  4.8192
H  -3.6524  0.5446  5.8925
H  -2.7002  -0.9018  2.6745
H  -3.7572  -1.0054  4.0804
H  -4.0455  0.2303  2.8542
H  -1.4034  6.0235  0.5769
H  -1.4882  7.3542  1.7241
H  -0.0752  6.3179  1.7176
H  -3.5843  4.9670  1.4165
H  -3.8899  4.9064  3.1519
H  -3.7137  6.4594  2.3483
H  -0.4704  5.9589  4.2182
H  -1.8895  6.9972  4.0979
H  -2.0321  5.3934  4.8016
H  5.0396  2.7137  -2.0007
H  5.6754  1.1879  -3.5528
H  6.2922  0.8614  -1.9177
H  6.1726  -0.4314  -3.0915
H  3.4495  0.3031  -4.2567
H  3.9574  -1.3277  -3.8364
H  2.4636  -0.6732  -3.1717
H  5.0471  -0.5959  -0.3624
H  3.4465  -1.2315  -0.7521
H  4.8710  -1.8522  -1.5871
C  -2.5399  3.1997  -1.3106
C  -1.4332  2.3468  -1.3325
N  -1.5112  1.0804  -0.9653
C  -2.7062  0.5854  -0.6054
C  -3.8681  1.3761  -0.4973
C  -3.7496  2.7310  -0.8509
C  -5.0763  0.7631  -0.0502
C  -5.1451  -0.5726  0.1723
C  -4.0156  -1.4124  -0.0494
C  -4.0664  -2.8148  0.0069
C  -2.9300  -3.5285  -0.2957
C  -1.7355  -2.8495  -0.5411
N  -1.6518  -1.5322  -0.5429
C  -2.7798  -0.8220  -0.3768
H  -2.4332  4.2236  -1.6330
H  -0.4628  2.7059  -1.6571
H  -4.6100  3.3790  -0.7861
H  -5.9450  1.3874  0.0892
H  -6.0667  -1.0336  0.4913
H  -4.9943  -3.3174  0.2411
H  -2.9449  -4.6056  -0.3291
H  -0.8267  -3.3910  -0.7657
C  1.4331  -5.0246  2.2637
N  1.3896  -3.9366  1.3208
C  1.7868  -3.9979  0.0177
C  1.5163  -2.7825  -0.5359
N  0.9654  -1.9820  0.4272
C  0.8983  -2.7135  1.5297
H  2.1816  -5.7525  1.9553
H  0.4628  -5.5242  2.3132
H  1.6877  -4.6609  3.2578
H  2.2142  -4.8820  -0.4111
H  1.6712  -2.4314  -1.5383
H  0.4866  -2.3656  2.4565

Atomic partial charges in e from the Löwdin method, atoms 1 to 8: number 1, Ga, carries 0.53; number 2, C, carries -0.05; number 3, C, carries -0.55; number 4, C, carries -0.02; number 5, C, carries -0.03; number 6, C, carries -0.12; number 7, C, carries 0.06; number 8, C, carries -0.15

Record 2
The following is a DFT calculation (ωB97M-V/def2-TZVPD) of a molecular structure, C50H31BrF7N4O5P2S3Ti.

Output
Highest occupied orbital energy = -5.29 eV
Maximum force = 3.421 eV/Å
DFT total energy = -8519.20396 a.u.
Relative energy (zero: lowest compared OMol25 entry of this formula, charge and spin) = 27.02 kcal per mole
E_LUMO = 1.75 eV
Total charge = -1

Element x y z (Å)
Ti  0.9853  -1.7697  0.8530
C  -0.3005  -0.4361  -5.5663
C  0.5694  0.6037  -5.2747
C  1.0573  0.7722  -3.9878
C  0.6647  -0.0920  -2.9696
C  -0.2123  -1.1336  -3.2685
C  -0.6897  -1.3033  -4.5574
P  1.3413  -0.0456  -1.2476
C  2.1018  1.6145  -1.1840
C  3.3562  1.8102  -0.6090
C  3.8833  3.0876  -0.5021
C  3.1557  4.1842  -0.9361
C  1.8770  4.0036  -1.4436
C  1.3511  2.7293  -1.5595
C  2.7482  -1.1202  -1.7485
C  3.8748  -0.6933  -2.4050
C  4.8135  -1.6258  -2.8783
C  4.5804  -2.9668  -2.7604
C  3.4018  -3.4435  -2.1482
C  3.0994  -4.8192  -2.0540
C  1.9349  -5.2199  -1.4615
C  1.0676  -4.2857  -0.8606
C  1.3401  -2.9350  -0.8649
C  2.4912  -2.5075  -1.5913
H  -0.6753  -0.5618  -6.5739
H  0.8810  1.2866  -6.0551
H  1.7489  1.5779  -3.7844
H  -0.5203  -1.8052  -2.4782
H  -1.3692  -2.1163  -4.7717
H  3.9026  0.9605  -0.2219
H  4.8629  3.2306  -0.0668
H  3.5698  5.1808  -0.8632
H  1.2871  4.8614  -1.7409
H  0.3402  2.6003  -1.9249
H  4.0641  0.3605  -2.5529
H  5.7184  -1.2661  -3.3511
H  5.2907  -3.6871  -3.1485
H  3.8036  -5.5350  -2.4618
H  1.6906  -6.2739  -1.4091
H  0.1785  -4.6596  -0.3602
S  -1.3242  -2.0094  0.0296
C  -1.8038  -1.7484  1.6683
S  -0.5561  -0.9466  2.5504
C  -3.0295  -2.1155  2.1574
C  -3.9979  -2.7662  1.3583
N  -4.8307  -3.2730  0.7429
C  -3.3833  -1.9446  3.5163
N  -3.7372  -1.8374  4.6076
F  -0.4784  7.1785  2.1382
C  -0.9611  5.9832  1.7896
C  -2.2837  5.8550  1.4179
F  -3.0755  6.9333  1.4217
C  -2.7796  4.6156  1.0543
F  -4.0758  4.5570  0.7429
C  -1.9924  3.4684  1.0347
P  -2.6052  1.7891  0.4988
C  -3.3809  2.3307  -1.0945
C  -2.5648  2.1693  -2.2105
C  -2.9986  2.5311  -3.4753
C  -4.2717  3.0520  -3.6398
C  -5.1064  3.1877  -2.5392
C  -4.6698  2.8277  -1.2746
C  -4.0806  1.7129  1.5790
C  -4.0846  2.2241  2.8731
C  -5.2240  2.1148  3.6546
C  -6.3506  1.4758  3.1645
C  -6.3295  0.9086  1.9002
C  -5.1944  1.0161  1.1154
C  -0.6541  3.6144  1.4430
Br  0.5531  2.1456  1.5844
C  -0.1554  4.8610  1.8090
F  1.1149  4.9931  2.1989
H  -1.5917  1.7179  -2.0743
H  -2.3478  2.3893  -4.3280
H  -4.6225  3.3610  -4.6158
H  -6.1092  3.5749  -2.6701
H  -5.3377  2.9423  -0.4348
H  -3.1999  2.7021  3.2763
H  -5.2351  2.5338  4.6520
H  -7.2408  1.4079  3.7746
H  -7.1869  0.3704  1.5216
H  -5.1638  0.5460  0.1414
C  4.4205  -4.9127  2.2017
N  3.0091  -4.6773  2.4366
C  2.2829  -5.4607  3.2962
C  0.9573  -5.3298  3.4261
C  0.2425  -4.3299  2.6323
O  -0.9658  -4.2375  2.5932
N  1.0590  -3.4969  1.8754
C  2.3784  -3.6441  1.7958
O  3.0239  -2.8488  1.0779
H  4.5947  -5.9823  2.0789
H  5.0290  -4.5381  3.0268
H  4.6959  -4.3841  1.2912
H  2.8579  -6.1897  3.8526
H  0.3800  -5.9480  4.0938
F  4.0239  0.5702  4.4890
C  3.1750  0.8391  3.4859
F  3.6639  1.8923  2.8204
F  2.0197  1.1994  4.0420
S  3.0930  -0.7171  2.4378
O  4.4766  -0.8768  2.1225
O  2.4577  -1.6236  3.3513
O  2.2055  -0.3150  1.3028

Atomic partial charges in e from the Löwdin method, atoms 1 to 8: number 1, Ti, carries 0.62; number 2, C, carries -0.10; number 3, C, carries -0.09; number 4, C, carries -0.09; number 5, C, carries -0.32; number 6, C, carries -0.09; number 7, C, carries -0.07; number 8, P, carries 1.12

Record 3
The following is a DFT calculation (ωB97M-V/def2-TZVPD) of 2 unconnected molecules or ions with the total composition C4H4O3.

Output
Highest occupied orbital energy = -9.92 eV
Maximum force = 2.351 eV/Å
DFT total energy = -380.39298 a.u.
Relative energy (zero: lowest compared OMol25 entry of this formula, charge and spin) = 96.67 kcal per mole
E_LUMO = 0.74 eV
Total charge = 0

Element x y z (Å)
O  -0.5162  -1.4257  -2.8667
C  -0.6917  -1.0554  -1.8085
O  1.3960  -1.3226  -0.5190
C  0.6975  -1.0449  0.4360
C  0.0596  0.2366  0.6457
C  -0.5608  1.5002  0.2693
O  -0.9718  0.7123  1.4210
H  1.1954  0.2262  1.1394
H  0.5993  -1.6477  1.3595
H  -1.3432  1.6572  -0.4768
H  0.0406  2.3762  0.5127

Atomic partial charges in e from the Löwdin method, atoms 1 to 8: number 1, O, carries 0.09; number 2, C, carries 0.05; number 3, O, carries -0.02; number 4, C, carries -0.36; number 5, C, carries -0.32; number 6, C, carries -0.04; number 7, O, carries 0.01; number 8, H, carries 0.21

What is the DFT total energy in the third record?
-380.39298 a.u.